DFT (ωB97M-V/def2-TZVPD) results for C41H63N8P2S2Ti as an isolated structure.

Properties
* 2S+1: 2
* HOMO energy (spin up / spin down): -12.0 / -12.0 eV
* frontier orbital gap (spin up / spin down): 6.6 / 6.7 eV
* expectation value of S²: 0.76
* molar mass: 841.96 g mol⁻¹
* charge: +2
* calculated total energy: -4366.40851 hartree
* energy above the lowest of the compared OMol25 structures with the same formula, charge and spin: 0.0 kcal per mole

Cartesian coordinates (Å):
Ti (-0.24531, 0.09456, -0.63792)
C (-3.65994, 2.86071, 0.12127)
C (-2.67328, 2.76110, 1.28034)
C (-1.70923, 3.94552, 1.34086)
P (-1.74368, 1.17137, 1.28580)
C (-0.88526, 1.14583, 2.93078)
C (-0.35104, -0.26135, 3.18315)
C (-1.72827, 1.62393, 4.10936)
C (-2.94789, -0.15832, 1.41775)
C (-4.06899, -0.10555, 2.24648)
C (-4.81034, -1.23778, 2.54698)
C (-6.04105, -1.16788, 3.40060)
C (-4.35481, -2.45129, 2.03230)
C (-3.26206, -2.52670, 1.18933)
C (-2.56386, -1.37061, 0.81593)
N (-1.47146, -1.38201, -0.07583)
C (-1.39720, -2.46587, -0.99215)
C (-2.52924, -2.99545, -1.61980)
C (-2.41644, -4.00018, -2.56113)
C (-1.17775, -4.53880, -2.91192)
C (-1.07523, -5.68958, -3.86925)
C (-0.05043, -3.98096, -2.32712)
C (-0.13738, -2.93273, -1.40938)
P (1.25971, -2.05052, -0.67897)
C (1.74458, -3.09106, 0.78517)
C (0.49975, -3.55209, 1.54785)
C (2.58284, -4.31443, 0.40848)
C (2.70168, -1.87574, -1.83641)
C (3.83989, -1.24025, -1.02460)
C (3.21624, -3.03134, -2.69542)
H (-4.30992, 3.72490, 0.26472)
H (-4.29725, 1.97683, 0.05514)
H (-3.15866, 2.99273, -0.84012)
H (-3.25654, 2.75826, 2.20589)
H (-1.09688, 3.92206, 2.24328)
H (-2.27185, 4.88011, 1.34609)
H (-1.02913, 3.96427, 0.48632)
H (-0.04213, 1.82885, 2.79902)
H (-1.16981, -0.95853, 3.37149)
H (0.30323, -0.26491, 4.05737)
H (0.21919, -0.63258, 2.32858)
H (-2.63259, 1.02504, 4.22578)
H (-2.00949, 2.67375, 4.03232)
H (-1.15031, 1.51065, 5.02872)
H (-4.37153, 0.84276, 2.67683)
H (-6.06906, -0.24764, 3.98301)
H (-6.08768, -2.00893, 4.09218)
H (-6.94264, -1.19879, 2.78556)
H (-4.87574, -3.36418, 2.29671)
H (-2.95598, -3.49411, 0.81754)
H (-3.50931, -2.61195, -1.36941)
H (-3.31375, -4.38646, -3.03027)
H (-1.83605, -5.62299, -4.64648)
H (-1.22106, -6.63876, -3.34986)
H (-0.09822, -5.72388, -4.35020)
H (0.91544, -4.38925, -2.58373)
H (2.34731, -2.45215, 1.43490)
H (-0.04088, -4.29560, 0.96021)
H (-0.19020, -2.74444, 1.78107)
H (0.80865, -4.02712, 2.47972)
H (2.04822, -4.93830, -0.31108)
H (2.75243, -4.92155, 1.29882)
H (3.55442, -4.05726, -0.00755)
H (2.33627, -1.11025, -2.53490)
H (4.28628, -1.96262, -0.33934)
H (3.50250, -0.37745, -0.44310)
H (4.62986, -0.91051, -1.70039)
H (3.49264, -3.90536, -2.10946)
H (4.11226, -2.69381, -3.21938)
H (2.49859, -3.33115, -3.45409)
C (2.86693, 4.38962, 4.19562)
C (2.73833, 3.66241, 2.87108)
N (3.01141, 2.23840, 3.05803)
C (2.64451, 1.25546, 2.23839)
S (1.81829, 1.60685, 0.78352)
N (2.94319, -0.00152, 2.56616)
C (3.68799, -0.44496, 3.73874)
C (5.19602, -0.32603, 3.57566)
H (2.66039, 5.44986, 4.06271)
H (3.87729, 4.30367, 4.60005)
H (2.16354, 3.99603, 4.93048)
H (3.43331, 4.06688, 2.13133)
H (1.73480, 3.75719, 2.45970)
H (3.61064, 2.00680, 3.83663)
H (2.68824, -0.68194, 1.87236)
H (3.39979, -1.48118, 3.91693)
H (3.33049, 0.11006, 4.61078)
H (5.54720, -0.96068, 2.76180)
H (5.70217, -0.63516, 4.48954)
H (5.49957, 0.69767, 3.35128)
N (1.71764, 6.30687, -3.92932)
C (2.11237, 5.05690, -4.21489)
S (3.09224, 4.66147, -5.46410)
C (1.53798, 3.99579, -3.33340)
C (2.27149, 2.83701, -3.07986)
C (1.70533, 1.84310, -2.31492)
N (0.47944, 1.93188, -1.78154)
C (-0.22410, 3.03887, -2.02737)
C (0.26200, 4.08927, -2.78233)
H (2.07232, 7.06318, -4.49279)
H (1.25028, 6.54122, -3.06976)
H (3.25892, 2.72025, -3.49981)
H (2.26472, 0.94110, -2.09662)
H (-1.21950, 3.07761, -1.60857)
H (-0.38298, 4.93873, -2.96433)
N (-1.21542, -0.17012, -6.16226)
C (-1.65701, 0.05282, -4.91265)
C (-0.86583, -0.24674, -3.77676)
N (-1.34288, -0.04776, -2.56225)
C (-2.58538, 0.43886, -2.41970)
C (-3.31649, 0.78778, -3.53998)
N (-2.86525, 0.60211, -4.76934)
H (-0.34549, -0.63682, -6.34119)
H (-1.82367, 0.03178, -6.93757)
H (0.14043, -0.63565, -3.87549)
H (-2.98757, 0.53316, -1.41926)
H (-4.30283, 1.22568, -3.43914)